No. 1
{"formula": "C39H35N2O3P2RuS", "method": "ωB97M-V/def2-TZVPD", "lumo_ev": [-7.39, -8.33], "orbital_gap_ev": [5.472, 4.521], "homo_energy_ev": [-12.86, -12.85], "spin_multiplicity": 2, "total_charge": 2, "s_squared": 0.76, "species": ["Ru", "C", "S", "C", "C", "C", "N", "P", "C", "C", "C", "C", "C", "C", "C", "C", "C", "C", "C", "C", "P", "C", "C", "C", "C", "C", "C", "C", "C", "C", "C", "C", "C", "H", "H", "H", "H", "H", "H", "H", "H", "H", "H", "H", "H", "H", "H", "H", "H", "H", "H", "H", "H", "H", "H", "H", "H", "H", "H", "H", "H", "H", "O", "C", "O", "C", "C", "C", "C", "C", "C", "C", "C", "C", "N", "H", "H", "H", "H", "H", "H", "O", "C"], "positions_angstrom": [[-1.78170, 0.01904, -1.76985], [2.94215, -0.27865, 5.03149], [4.00905, 0.58022, 3.85248], [2.75421, 1.11174, 2.66247], [2.22230, -0.00889, 1.77943], [1.24410, 0.53236, 0.74807], [0.41825, -0.56957, 0.12217], [0.53785, -0.78518, -1.63477], [2.12561, -0.17364, -2.21696], [2.22886, 0.56155, -3.39562], [3.48085, 0.88713, -3.89663], [4.62438, 0.48625, -3.22123], [4.52370, -0.27193, -2.05993], [3.27918, -0.62062, -1.56719], [0.70100, -2.55961, -1.86995], [1.19870, -3.40706, -0.88697], [1.40928, -4.74661, -1.17838], [1.14225, -5.23282, -2.45056], [0.67051, -4.38179, -3.44250], [0.45090, -3.04575, -3.15471], [-1.27026, -0.60715, 0.36721], [-1.80257, -2.22638, 0.87867], [-0.95243, -3.02836, 1.63889], [-1.43655, -4.20736, 2.18074], [-2.75930, -4.57606, 1.97242], [-3.61252, -3.76204, 1.23710], [-3.14056, -2.57919, 0.69534], [-1.76883, 0.48775, 1.70119], [-2.83989, 1.36861, 1.63010], [-3.22537, 2.08655, 2.75314], [-2.54544, 1.92287, 3.94910], [-1.48969, 1.02071, 4.03469], [-1.10851, 0.29512, 2.92300], [3.57089, -0.55921, 5.87429], [2.50416, -1.18713, 4.61966], [2.16101, 0.38695, 5.39924], [3.23605, 1.87731, 2.04929], [1.93449, 1.60156, 3.19700], [1.72701, -0.76831, 2.39009], [3.06443, -0.49869, 1.29082], [1.77045, 1.06053, -0.04243], [0.57393, 1.25315, 1.21440], [1.34630, 0.86009, -3.94961], [3.55955, 1.44728, -4.81854], [5.59959, 0.74552, -3.61092], [5.41653, -0.60962, -1.55113], [3.21149, -1.25530, -0.69305], [1.43189, -3.02348, 0.09745], [1.78953, -5.41042, -0.41356], [1.30950, -6.27792, -2.67359], [0.47713, -4.75920, -4.43728], [0.08957, -2.38562, -3.93826], [0.07460, -2.73183, 1.80926], [-0.78322, -4.83809, 2.76826], [-3.13128, -5.50006, 2.39434], [-4.64563, -4.04625, 1.09200], [-3.81842, -1.93542, 0.14315], [-3.41276, 1.47826, 0.72020], [-4.06757, 2.76225, 2.69228], [-2.84700, 2.48233, 4.82437], [-0.97369, 0.87429, 4.97413], [-0.30304, -0.42328, 3.01013], [-5.34312, 1.76365, -1.53472], [-4.17677, 1.53177, -1.58225], [-3.68399, 0.28131, -1.69102], [-3.11668, 2.58979, -1.48181], [-3.52689, 3.90624, -1.28942], [-2.56959, 4.87306, -1.15387], [-1.21491, 4.52080, -1.26540], [-0.18501, 5.48801, -1.18133], [1.11946, 5.13077, -1.35688], [1.44606, 3.78855, -1.63456], [0.47109, 2.83339, -1.70250], [-0.87593, 3.16307, -1.50560], [-1.84818, 2.19009, -1.56795], [-4.58716, 4.10947, -1.24516], [-2.83870, 5.90707, -0.97649], [-0.45998, 6.51747, -0.99122], [1.90467, 5.87181, -1.30028], [2.47945, 3.51387, -1.80793], [0.70982, 1.81507, -1.94104], [-2.58146, -2.87060, -2.43360], [-2.21722, -1.83566, -2.20145]]}

No. 2
{"formula": "C6H9NO3", "method": "ωB97M-V/def2-TZVPD", "smiles": "CC[C@]1(O)C[C@]1(O)OC#N", "lumo_ev": 0.48, "orbital_gap_ev": 10.644, "homo_energy_ev": -10.17, "total_charge": 0, "species": ["C", "C", "C", "O", "C", "C", "O", "O", "C", "N", "H", "H", "H", "H", "H", "H", "H", "H", "H"], "positions_angstrom": [[0.44682, 1.96370, -0.63310], [0.95641, 0.52539, -0.64609], [0.44313, -0.24643, 0.55456], [0.91099, 0.20724, 1.78926], [0.12762, -1.73088, 0.42791], [-0.97998, -0.73246, 0.62639], [-1.65557, -0.69349, 1.80881], [-1.88729, -0.43765, -0.42878], [-1.65049, -0.82028, -1.61513], [-1.46465, -1.12763, -2.70300], [0.76188, 2.47859, -1.53306], [-0.63695, 1.98591, -0.58545], [0.83689, 2.49709, 0.22692], [2.05291, 0.52116, -0.61483], [0.65003, 0.02221, -1.56366], [1.86303, 0.08710, 1.83142], [0.23552, -2.19315, -0.54111], [0.34510, -2.37172, 1.26779], [-1.35540, 0.06531, 2.33120]]}

No. 3
{"formula": "C40H16BrF19GeN2PReS2", "method": "ωB97M-V/def2-TZVPD", "lumo_ev": [-10.43, -10.96], "orbital_gap_ev": [5.827, 5.298], "homo_energy_ev": [-16.26, -16.26], "spin_multiplicity": 4, "total_charge": 3, "s_squared": 3.79, "species": ["Re", "F", "C", "C", "F", "C", "F", "C", "P", "C", "C", "C", "C", "C", "C", "C", "C", "C", "C", "C", "C", "C", "Br", "C", "F", "H", "H", "H", "H", "H", "H", "H", "H", "H", "H", "C", "N", "C", "C", "N", "C", "S", "H", "H", "H", "H", "H", "H", "F", "C", "C", "C", "F", "C", "F", "C", "F", "C", "F", "Ge", "S", "C", "C", "F", "C", "F", "C", "F", "C", "F", "C", "F", "C", "C", "F", "C", "F", "C", "F", "C", "F", "C", "F"], "positions_angstrom": [[0.09968, 0.98562, 0.11732], [6.66704, -0.69978, 2.10022], [5.38592, -0.46821, 2.13666], [4.70148, -0.51879, 3.33555], [5.33978, -0.79319, 4.44259], [3.33709, -0.28384, 3.35252], [2.71102, -0.37460, 4.51274], [2.62805, 0.01086, 2.18993], [0.84319, 0.28518, 2.31409], [0.04381, -1.24241, 2.74382], [-1.34496, -1.24062, 2.93777], [-1.98328, -2.41912, 3.27906], [-1.24941, -3.59936, 3.39281], [0.12348, -3.59991, 3.18557], [0.77874, -2.42176, 2.85941], [0.63811, 1.58444, 3.50762], [-0.17851, 1.43384, 4.62684], [-0.21942, 2.45212, 5.56628], [0.53556, 3.60432, 5.38404], [1.34636, 3.75199, 4.26085], [1.39887, 2.74237, 3.31571], [3.35903, 0.06381, 1.00988], [2.53644, 0.47915, -0.65494], [4.70838, -0.17066, 0.96418], [5.37000, -0.11148, -0.17856], [-1.91454, -0.32276, 2.83450], [-3.05097, -2.42237, 3.47288], [-1.75309, -4.52448, 3.64451], [0.69009, -4.51746, 3.29056], [1.85284, -2.43045, 2.71276], [-0.73752, 0.52139, 4.79091], [-0.83256, 2.34044, 6.45258], [0.49750, 4.39318, 6.12693], [1.95072, 4.64298, 4.13913], [2.06820, 2.83299, 2.46061], [-0.84232, -0.53480, -3.96630], [-2.01630, -0.64963, -3.08058], [-3.32196, -0.64275, -3.52940], [-4.11937, -0.84058, -2.45620], [-3.27775, -0.96113, -1.37714], [-2.00262, -0.82798, -1.75580], [-0.61435, -1.08864, -0.72783], [-1.13003, 0.02691, -4.84905], [-0.49907, -1.52389, -4.26024], [-0.04380, -0.01256, -3.45564], [-3.57246, -0.51124, -4.56946], [-5.19280, -0.91972, -2.38317], [-3.56375, -1.13432, -0.42612], [-1.73341, 6.77457, 1.81666], [-0.58217, 6.19186, 1.51007], [-0.56064, 4.93012, 0.92924], [0.68178, 4.42188, 0.66505], [0.81483, 3.14726, 0.07393], [1.86378, 5.05041, 0.94549], [3.02683, 4.45905, 0.69476], [1.80716, 6.30770, 1.51723], [2.91744, 6.94424, 1.80199], [0.58075, 6.88217, 1.79778], [0.53161, 8.07450, 2.34516], [-2.20455, 4.01336, 0.47711], [-1.97512, 1.72224, 0.69544], [-2.59609, 4.42026, -1.38007], [-3.15237, 5.66906, -1.63684], [-3.38648, 6.49866, -0.62002], [-3.45871, 6.09517, -2.91133], [-3.97757, 7.28616, -3.12547], [-3.20185, 5.25327, -3.97747], [-3.47745, 5.63766, -5.20090], [-2.62948, 4.01570, -3.76043], [-2.35646, 3.20800, -4.78892], [-2.32515, 3.62857, -2.47908], [-1.69496, 2.43433, -2.34676], [-3.63544, 4.31047, 1.71161], [-4.94731, 4.58642, 1.35574], [-5.31239, 4.61209, 0.07074], [-5.91071, 4.81663, 2.30884], [-7.15851, 5.07420, 1.95753], [-5.57249, 4.76009, 3.64720], [-6.49560, 4.96455, 4.55873], [-4.27712, 4.46861, 4.03835], [-3.96605, 4.39588, 5.32395], [-3.33471, 4.24239, 3.06672], [-2.08093, 3.93784, 3.45437]]}

No. 4
{"formula": "CH3N2O3S", "method": "ωB97M-V/def2-TZVPD", "lumo_ev": 4.09, "orbital_gap_ev": 8.409, "homo_energy_ev": -4.32, "total_charge": -1, "species": ["C", "N", "N", "O", "O", "O", "S", "H", "H", "H"], "positions_angstrom": [[-0.09153, 0.32260, 0.72630], [-1.23495, -0.49428, 0.85293], [-1.28099, 0.99954, 0.81687], [0.24195, -0.89456, -2.11914], [1.78432, 0.95742, -1.71343], [2.11666, -1.25177, -0.59047], [1.16776, -0.28564, -1.20567], [0.55277, 0.07118, 1.54537], [-1.60164, -0.96746, 0.00301], [-1.65435, 1.54297, 1.68422]]}

ΔE to the lowest compared entry with this formula, charge and spin for the records above, in order: 0.0 52.0 7.3 84.3 kcal per mole
F_max for the records above, in order: 0.67 1.42 1.32 4.29 eV Å⁻¹